{"formula": "C4H7N3O", "method": "ωB97M-V/def2-TZVPD", "symbols": ["H", "N", "C", "C", "O", "N", "C", "N", "C", "H", "H", "H", "H", "H", "H"], "positions_angstrom": [[0.1260, -2.2787, -1.6550], [-0.3403, -1.4445, -1.2958], [0.3536, -0.6035, -0.5979], [1.9502, -0.8589, -0.6071], [2.7948, -0.1802, -0.0659], [-0.1772, 0.4222, 0.1665], [0.5628, 1.5349, 0.7535], [-1.5944, 0.7803, 0.0837], [-2.4411, -0.1275, 0.4125], [2.2219, -1.7733, -1.1628], [1.6437, 1.4849, 0.6713], [0.2545, 2.4730, 0.2787], [0.3167, 1.5857, 1.8192], [-2.1575, -1.1397, 0.7436], [-3.5135, 0.1253, 0.4554]], "forces_ev_per_angstrom": [[0.5, 0.7, 0.1], [-0.3, 0.9, 1.1], [1.0, -1.2, -0.5], [-0.6, 1.4, 1.2], [-0.9, -0.9, -0.8], [-0.6, -0.6, -0.7], [-0.2, 0.5, 0.2], [0.1, -1.0, 0.3], [1.0, 0.2, 0.2], [-0.2, 0.0, -0.1], [-0.2, -0.5, -0.2], [-0.2, -0.2, 0.1], [0.0, 0.1, -0.2], [0.0, 0.4, -0.3], [0.7, 0.1, -0.3]], "mulliken_charge": [0.21, -0.69, 0.66, 0.00, -0.49, 0.34, -0.90, -0.60, -0.25, 0.26, 0.34, 0.32, 0.28, 0.25, 0.28], "homo_energy_ha": -0.3214, "de_lowest_kj_mol": 316.2, "lumo_ev": 0.17}



{"formula": "C4H9P", "method": "ωB97M-V/def2-TZVPD", "symbols": ["C", "C", "C", "C", "P", "H", "H", "H", "H", "H", "H", "H", "H", "H"], "positions_angstrom": [[-0.4348, 0.6347, 0.0589], [-1.4886, 0.0980, -0.4511], [-2.8976, 0.5734, -0.2475], [3.1202, -0.8427, 0.0705], [2.2918, 0.8733, 0.1120], [-0.3504, 1.4284, 0.7328], [1.7288, 0.8805, 1.4685], [-1.2953, -0.5424, -1.2112], [-3.1573, 0.9663, -1.1581], [-2.8969, 1.4329, 0.5063], [-3.6553, -0.1195, 0.2187], [4.2003, -0.9304, -0.2498], [2.5407, -1.3519, -0.5840], [2.9934, -1.3266, 1.0776]], "forces_ev_per_angstrom": [[2.8, 0.5, 0.4], [-0.7, 0.8, 1.0], [0.2, 0.4, 4.1], [1.5, 1.4, 3.1], [-1.8, -0.6, 0.5], [-0.1, 1.0, 1.1], [0.8, -0.2, -0.8], [0.1, -2.5, -2.3], [-1.4, 0.8, -2.2], [0.1, -0.9, -1.0], [0.9, 0.2, -1.0], [-1.2, 0.6, 0.3], [-1.7, -1.9, -2.2], [0.3, 0.4, -1.0]], "mulliken_charge": [-0.57, -0.08, -0.91, -0.81, 0.09, 0.25, 0.02, 0.34, 0.28, 0.27, 0.28, 0.29, 0.27, 0.26], "homo_energy_ha": [-0.3010, -0.3135], "de_lowest_kj_mol": 334.0, "lumo_ev": [-0.14, -0.35]}



{"formula": "C7H8BrNO", "method": "ωB97M-V/def2-TZVPD", "symbols": ["C", "N", "Br", "C", "C", "C", "C", "C", "C", "O", "H", "H", "H", "H", "H", "H", "H", "H"], "positions_angstrom": [[-0.3852, 2.5899, -0.1112], [-0.4364, 1.5906, 0.8778], [-2.1918, 1.4425, 1.4587], [0.1184, 0.1479, 0.5033], [1.0834, -0.4302, 1.2601], [1.4736, -1.6954, 0.8946], [0.7616, -2.4400, -0.0596], [-0.1563, -1.7923, -0.9327], [-0.4449, -0.4664, -0.6461], [-1.2493, 0.2226, -1.5046], [-0.5268, 3.5981, 0.4609], [0.4304, 2.5606, -0.7554], [-1.2264, 2.6945, -0.7895], [1.6830, 0.1993, 1.9727], [2.2501, -2.2107, 1.4799], [1.0303, -3.3884, -0.2670], [-0.6393, -2.3295, -1.7067], [-1.5744, -0.2934, -2.1351]], "forces_ev_per_angstrom": [[-2.2, 3.7, 0.8], [1.8, -3.9, 0.2], [-0.5, -0.2, 0.4], [-3.0, 3.7, -1.3], [1.4, 1.2, 0.3], [0.0, -2.2, 0.6], [-0.6, 4.1, -0.4], [1.4, 0.0, 2.6], [0.1, -0.6, -0.1], [2.1, 4.1, 4.8], [1.0, -1.4, -1.0], [2.0, -0.1, -0.5], [-0.5, -0.8, -0.2], [-1.1, -0.9, -0.5], [-0.3, 0.3, -0.4], [0.8, -3.1, -0.5], [-0.4, -0.3, -0.8], [-2.1, -3.6, -4.1]], "mulliken_charge": [-0.90, -0.29, -0.08, 0.22, -0.45, -0.45, -0.67, -0.74, 0.99, -0.37, 0.30, 0.39, 0.31, 0.32, 0.32, 0.47, 0.35, 0.28], "homo_energy_ha": -0.3194, "de_lowest_kj_mol": 184.5, "lumo_ev": 0.65}



{"formula": "C5H11N", "method": "ωB97M-V/def2-TZVPD", "symbols": ["C", "C", "C", "C", "N", "C", "H", "H", "H", "H", "H", "H", "H", "H", "H", "H", "H"], "positions_angstrom": [[2.8390, -0.6029, 0.6525], [1.5919, 0.1828, 0.9950], [0.2407, -0.4295, 0.5944], [-0.6606, 0.3764, 0.0093], [-1.9014, -0.0913, -0.4639], [-2.7032, 0.4100, -1.5370], [3.1609, -0.5242, -0.3916], [2.7376, -1.6804, 0.8155], [3.6880, -0.2129, 1.2223], [1.4137, 0.2024, 2.0752], [1.6402, 1.1394, 0.4784], [-0.0762, -1.3583, 1.0578], [-0.5395, 1.4358, -0.2180], [-2.5030, -0.4650, 0.2454], [-3.0448, 1.4500, -1.3737], [-2.2570, 0.3358, -2.5351], [-3.6263, -0.1681, -1.6264]], "forces_ev_per_angstrom": [[0.6, -0.4, -0.3], [-1.6, -1.1, 0.0], [0.3, 1.9, -0.1], [-0.6, -0.7, -1.2], [-0.7, -1.1, 0.9], [-0.4, 1.1, -0.4], [-0.4, 0.2, 0.0], [0.0, 0.1, 0.3], [-0.1, -0.2, 0.1], [1.0, 0.8, 0.1], [0.0, 0.4, 0.7], [0.2, -0.4, -0.6], [0.9, -0.2, -0.1], [0.1, -0.3, 0.3], [0.2, -0.1, -0.2], [0.4, 0.1, 0.3], [0.2, -0.2, 0.3]], "mulliken_charge": [-1.12, -0.18, -0.36, -0.34, -0.26, -0.83, 0.31, 0.32, 0.31, 0.21, 0.25, 0.31, 0.30, 0.23, 0.31, 0.28, 0.29], "homo_energy_ha": -0.2853, "de_lowest_kj_mol": 149.7, "lumo_ev": 1.21}



Please write out number 1 again, unchanged.
{"formula": "C4H7N3O", "method": "ωB97M-V/def2-TZVPD", "symbols": ["H", "N", "C", "C", "O", "N", "C", "N", "C", "H", "H", "H", "H", "H", "H"], "positions_angstrom": [[0.1260, -2.2787, -1.6550], [-0.3403, -1.4445, -1.2958], [0.3536, -0.6035, -0.5979], [1.9502, -0.8589, -0.6071], [2.7948, -0.1802, -0.0659], [-0.1772, 0.4222, 0.1665], [0.5628, 1.5349, 0.7535], [-1.5944, 0.7803, 0.0837], [-2.4411, -0.1275, 0.4125], [2.2219, -1.7733, -1.1628], [1.6437, 1.4849, 0.6713], [0.2545, 2.4730, 0.2787], [0.3167, 1.5857, 1.8192], [-2.1575, -1.1397, 0.7436], [-3.5135, 0.1253, 0.4554]], "forces_ev_per_angstrom": [[0.5, 0.7, 0.1], [-0.3, 0.9, 1.1], [1.0, -1.2, -0.5], [-0.6, 1.4, 1.2], [-0.9, -0.9, -0.8], [-0.6, -0.6, -0.7], [-0.2, 0.5, 0.2], [0.1, -1.0, 0.3], [1.0, 0.2, 0.2], [-0.2, 0.0, -0.1], [-0.2, -0.5, -0.2], [-0.2, -0.2, 0.1], [0.0, 0.1, -0.2], [0.0, 0.4, -0.3], [0.7, 0.1, -0.3]], "mulliken_charge": [0.21, -0.69, 0.66, 0.00, -0.49, 0.34, -0.90, -0.60, -0.25, 0.26, 0.34, 0.32, 0.28, 0.25, 0.28], "homo_energy_ha": -0.3214, "de_lowest_kj_mol": 316.2, "lumo_ev": 0.17}